No. 1
A molecular structure, C26H22ClFIN5O4SeSn, computed with wB97M-V/def2-TZVPD.

CARTESIAN COORDINATES (ANGSTROEM)
1 Sn -0.29 0.95 -0.43
2 Cl -2.26 -5.07 3.18
3 C -1.99 -3.39 2.90
4 C -1.72 -2.58 3.95
5 C -1.59 -1.19 3.75
6 I -1.38 0.03 5.42
7 C -1.64 -0.63 2.49
8 O -1.55 0.72 2.24
9 C -1.80 -1.50 1.37
10 N -1.73 -1.00 0.10
11 C -2.00 -1.78 -0.93
12 C -2.36 -3.12 -0.79
13 C -2.34 -3.68 0.45
14 C -2.05 -2.88 1.58
15 H -1.62 -2.99 4.95
16 H -1.92 -1.33 -1.91
17 H -2.60 -3.71 -1.67
18 H -2.55 -4.73 0.59
19 C 6.12 1.39 -4.60
20 C 5.79 -0.02 -4.12
21 N 4.83 -0.01 -3.00
22 C 3.53 -0.21 -3.27
23 C 2.50 -0.08 -2.37
24 C 1.14 -0.43 -2.90
25 O 1.05 -1.01 -3.96
26 O 0.11 -0.09 -2.16
27 C 2.80 0.34 -1.05
28 O 1.95 0.61 -0.15
29 C 4.21 0.47 -0.73
30 C 4.60 0.77 0.58
31 C 5.91 0.87 0.91
32 F 6.25 1.09 2.19
33 C 6.94 0.72 -0.05
34 C 6.55 0.46 -1.35
35 C 5.20 0.31 -1.70
36 N 8.31 0.85 0.26
37 C 9.21 -0.24 -0.08
38 C 10.59 0.31 -0.41
39 N 11.09 1.08 0.78
40 C 10.13 2.18 1.16
41 C 8.76 1.58 1.44
42 H 6.80 1.35 -5.45
43 H 6.58 1.99 -3.82
44 H 5.21 1.90 -4.93
45 H 6.69 -0.55 -3.81
46 H 5.34 -0.59 -4.92
47 H 3.27 -0.51 -4.28
48 H 3.84 0.89 1.35
49 H 7.32 0.39 -2.11
50 H 8.84 -0.80 -0.93
51 H 9.30 -0.94 0.77
52 H 10.53 1.00 -1.25
53 H 11.29 -0.49 -0.64
54 H 12.01 1.47 0.58
55 H 11.20 0.45 1.57
56 H 10.07 2.87 0.31
57 H 10.51 2.71 2.02
58 H 8.09 2.40 1.67
59 H 8.82 0.93 2.33
60 Se -2.99 1.73 2.89
61 C -3.29 2.50 1.26
62 N -3.35 2.94 0.20

Values from the calculation:
Gap between HOMO and LUMO   0.285 hartree
HOMO level   -12.88 eV
Total charge   +2

No. 2
A molecular structure, C12H33BrCuN3O3, computed with wB97M-V/def2-TZVPD.

CARTESIAN COORDINATES (ANGSTROEM)
1 Cu -9.60 28.88 -6.21
2 Br -11.14 25.93 -3.56
3 C -16.94 28.06 1.94
4 C -16.05 27.11 1.10
5 C -16.84 26.19 0.03
6 O -17.78 25.31 0.67
7 C -17.47 24.41 1.66
8 N -14.99 27.86 0.43
9 H -16.42 28.72 2.63
10 H -17.63 27.42 2.49
11 H -17.61 28.61 1.29
12 H -15.46 26.43 1.70
13 H -16.12 25.72 -0.64
14 H -17.42 26.89 -0.56
15 H -16.88 23.58 1.28
16 H -18.40 23.97 2.01
17 H -16.89 24.85 2.47
18 H -14.33 28.27 1.07
19 H -14.56 27.16 -0.16
20 C -9.31 18.87 -5.23
21 C -8.18 19.58 -5.93
22 C -7.21 18.64 -6.62
23 O -6.20 18.11 -5.66
24 C -5.71 16.88 -6.17
25 N -8.94 20.39 -6.90
26 H -9.99 19.46 -4.61
27 H -8.93 18.12 -4.53
28 H -9.89 18.35 -5.98
29 H -7.63 20.16 -5.18
30 H -6.61 19.08 -7.41
31 H -7.78 17.87 -7.13
32 H -6.46 16.13 -6.41
33 H -5.03 16.43 -5.45
34 H -5.21 17.02 -7.13
35 H -9.45 20.99 -6.26
36 H -9.62 19.80 -7.33
37 C -11.55 21.98 3.14
38 C -10.00 21.81 2.87
39 C -9.66 20.47 2.21
40 O -10.13 19.34 2.96
41 C -9.33 19.03 4.01
42 N -9.52 22.94 2.10
43 H -12.07 21.91 2.19
44 H -11.85 23.00 3.39
45 H -12.01 21.24 3.79
46 H -9.52 21.90 3.84
47 H -8.59 20.43 2.03
48 H -10.18 20.41 1.26
49 H -9.34 19.89 4.69
50 H -8.30 18.84 3.71
51 H -9.78 18.18 4.52
52 H -8.53 22.87 1.94
53 H -9.82 23.05 1.14

Values from the calculation:
ΔE to the lowest compared entry with this formula, charge and spin   123.3 kcal per mole
Gap between HOMO and LUMO (alpha / beta)   0.097 / 0.097 hartree
HOMO level (alpha / beta)   -10.49 / -10.49 eV
Multiplicity   2
Total charge   +1

No. 3
3 unconnected molecules or ions with the total composition C10H23FN2O6S, computed with wB97M-V/def2-TZVPD.

CARTESIAN COORDINATES (ANGSTROEM)
1 C 0.41 -2.49 2.14
2 C 0.55 -2.12 0.88
3 C -0.04 -0.85 0.30
4 N -1.53 -0.77 0.26
5 C -2.16 -2.09 0.17
6 O -3.50 -1.95 -0.26
7 N -4.39 -2.73 0.63
8 O -5.31 -2.10 0.92
9 S -2.20 0.20 1.41
10 O -1.92 -0.24 2.73
11 O -3.52 0.57 1.06
12 F -1.29 1.46 1.16
13 H 0.00 -1.84 2.91
14 H 0.69 -3.50 2.44
15 H 1.10 -2.75 0.19
16 H 0.36 0.01 0.83
17 H 0.29 -0.74 -0.73
18 H -2.13 -2.65 1.11
19 H -1.60 -2.64 -0.58
20 C 1.18 4.55 1.71
21 C -0.08 5.29 2.12
22 C -0.40 5.07 3.60
23 O -1.18 4.89 1.31
24 H 1.05 3.48 1.85
25 H 1.39 4.73 0.65
26 H 2.04 4.88 2.29
27 H 0.04 6.36 1.94
28 H -0.57 4.00 3.79
29 H -1.30 5.60 3.88
30 H 0.42 5.40 4.23
31 H -1.32 3.94 1.46
32 C 3.25 -3.17 -3.76
33 C 1.75 -2.94 -3.60
34 C 1.20 -2.02 -4.67
35 O 1.47 -2.41 -2.30
36 H 3.78 -2.22 -3.67
37 H 3.62 -3.83 -2.98
38 H 3.48 -3.60 -4.73
39 H 1.23 -3.90 -3.64
40 H 1.68 -1.04 -4.61
41 H 0.13 -1.87 -4.54
42 H 1.38 -2.43 -5.67
43 H 1.92 -1.56 -2.23

Values from the calculation:
ΔE to the lowest compared entry with this formula, charge and spin   32.3 kcal per mole
Gap between HOMO and LUMO   0.365 hartree
HOMO level   -10.11 eV
Total charge   0

No. 4
A molecular structure, C18H22F3N5O7S3Y, computed with wB97M-V/def2-TZVPD.

CARTESIAN COORDINATES (ANGSTROEM)
1 Y 0.40 0.35 -1.26
2 O 2.17 0.25 0.41
3 C 2.54 1.07 1.24
4 C 1.71 2.04 1.90
5 C 2.25 2.72 3.00
6 C 1.48 3.59 3.73
7 C 0.13 3.83 3.37
8 C -0.41 3.20 2.29
9 C 0.34 2.26 1.51
10 O -0.19 1.69 0.52
11 N 2.03 4.25 4.88
12 O 3.20 4.02 5.18
13 O 1.33 5.04 5.49
14 H 3.60 1.08 1.54
15 H 3.28 2.56 3.29
16 H -0.44 4.53 3.96
17 H -1.43 3.38 1.99
18 C -2.41 1.55 -5.03
19 C -1.81 0.81 -3.86
20 S -1.30 1.85 -2.53
21 C -1.66 -0.53 -3.86
22 C -2.04 -1.40 -5.03
23 S -0.99 -1.46 -2.52
24 H -2.66 2.57 -4.72
25 H -3.32 1.07 -5.40
26 H -1.70 1.63 -5.86
27 H -2.52 -0.83 -5.84
28 H -2.72 -2.19 -4.70
29 H -1.15 -1.88 -5.44
30 C 0.02 -1.03 2.16
31 N -0.42 -2.04 3.12
32 C -1.88 -2.12 3.06
33 N -2.35 -2.47 1.72
34 C -1.88 -1.45 0.78
35 N -0.40 -1.35 0.78
36 C 0.15 -2.69 0.44
37 N -0.30 -3.72 1.38
38 C 0.13 -3.33 2.73
39 C -1.76 -3.75 1.35
40 H 1.11 -0.98 2.19
41 H -0.39 -0.07 2.44
42 H -2.30 -1.15 3.34
43 H -2.23 -2.87 3.78
44 H -2.29 -0.48 1.06
45 H -2.21 -1.71 -0.22
46 H 1.25 -2.63 0.47
47 H -0.16 -2.96 -0.56
48 H 1.22 -3.28 2.75
49 H -0.21 -4.10 3.43
50 H -2.11 -4.52 2.04
51 H -2.08 -4.00 0.34
52 F 2.60 2.05 -4.63
53 C 2.46 0.80 -4.19
54 F 1.15 0.48 -4.17
55 F 3.08 -0.01 -5.05
56 S 3.01 0.61 -2.43
57 O 4.44 0.69 -2.40
58 O 2.25 1.71 -1.83
59 O 2.40 -0.68 -2.10

Values from the calculation:
ΔE to the lowest compared entry with this formula, charge and spin   17.9 kcal per mole
Gap between HOMO and LUMO   0.215 hartree
HOMO level   -4.06 eV
Total charge   -1

No. 5
2 unconnected molecules or ions with the total composition C4H9BO, computed with wB97M-V/def2-TZVPD.

CARTESIAN COORDINATES (ANGSTROEM)
1 B -0.33 0.28 -0.29
2 C 3.40 -0.38 1.97
3 C 0.56 -0.55 -1.45
4 C -1.32 1.37 -0.97
5 C -0.18 0.03 1.20
6 O 4.00 -0.72 1.05
7 H 1.59 -0.80 -1.16
8 H 0.62 -0.14 -2.42
9 H -0.09 -1.48 -1.59
10 H -2.14 1.05 -1.68
11 H -0.81 1.95 -1.78
12 H -1.78 2.03 -0.25
13 H -0.55 -0.79 1.87
14 H 0.94 -0.19 1.36
15 H -0.41 0.85 1.87

Values from the calculation:
ΔE to the lowest compared entry with this formula, charge and spin   88.4 kcal per mole
Gap between HOMO and LUMO (alpha / beta)   0.274 / 0.212 hartree
HOMO level (alpha / beta)   -6.87 / -10.27 eV
Multiplicity   3
Total charge   0

No. 6
2 unconnected molecules or ions with the total composition C5H13NO2, computed with wB97M-V/def2-TZVPD.

CARTESIAN COORDINATES (ANGSTROEM)
1 C 1.22 1.35 -1.42
2 N -0.07 1.63 -0.85
3 C -0.61 1.03 0.37
4 C -0.13 -0.32 0.89
5 C 1.11 -0.14 1.78
6 C -1.21 -1.23 1.37
7 O -1.63 1.61 0.67
8 H 1.87 2.12 -0.90
9 H 1.31 1.31 -2.50
10 H 1.34 0.28 -1.23
11 H -0.68 2.33 -1.27
12 H 0.33 -0.70 -0.06
13 H 0.77 0.41 2.68
14 H 1.53 -0.97 2.36
15 H 1.79 0.56 1.30
16 H -2.19 -0.78 1.35
17 H -0.94 -1.77 2.27
18 H -1.37 -2.16 0.82
19 H -0.63 -1.19 -1.87
20 H -1.36 -1.81 -3.01
21 O -0.47 -1.57 -2.74

Values from the calculation:
ΔE to the lowest compared entry with this formula, charge and spin   49.2 kcal per mole
Gap between HOMO and LUMO (alpha / beta)   0.416 / 0.244 hartree
HOMO level (alpha / beta)   -15.36 / -15.35 eV
Multiplicity   2
Total charge   +1